#A
Below is 4 unconnected molecules or ions with the total composition C5H20N2O4, with properties calculated with ωB97M-V/def2-TZVPD.

Each line ends with the natural charge from an NBO analysis.
Atoms and positions in Å:
1 C 0.485 -0.498 1.400  -0.254
2 N 0.713 0.959 1.582  -0.662
3 C 1.112 1.792 0.411  -0.222
4 C -0.193 2.453 -0.277  -0.444
5 C -0.637 1.454 -1.340  -0.058
6 O -1.414 0.436 -0.769  -0.772
7 C -0.451 -0.871 2.605  -0.205
8 N -1.783 -0.277 2.608  -0.836
9 H 1.422 -1.083 1.454  0.218
10 H -0.141 -0.855 0.513  0.213
11 H 1.540 1.075 2.194  0.358
12 H 1.830 1.285 -0.217  0.185
13 H 1.854 2.521 0.831  0.190
14 H 0.119 3.398 -0.741  0.215
15 H -0.974 2.653 0.385  0.211
16 H 0.245 0.825 -1.855  0.194
17 H -1.372 1.920 -2.072  0.172
18 H 0.094 -0.621 3.625  0.158
19 H -0.385 -1.974 2.518  0.167
20 H -1.958 0.113 3.553  0.369
21 H -1.900 0.312 1.922  0.333
22 H -2.031 0.680 -0.060  0.483
23 H 1.406 -0.933 -3.642  0.461
24 H 0.069 -1.536 -3.181  0.508
25 O 1.064 -1.616 -3.095  -0.982
26 H -1.398 -1.162 -1.586  0.507
27 H -2.001 -2.496 -2.053  0.485
28 O -1.383 -1.789 -2.334  -0.986
29 H 2.246 -2.820 -0.629  0.475
30 H 1.718 -1.505 -1.248  0.488
31 O 2.105 -1.838 -0.502  -0.968

- M (g mol⁻¹) = 172.225
- HOMO-LUMO gap (hartree) = 0.3443

***

#B
Below is 4 unconnected molecules or ions with the total composition C5H20N2O4, with properties calculated with ωB97M-V/def2-TZVPD.

Each line ends with the natural charge from an NBO analysis.
Atoms and positions in Å:
1 C 1.910 -0.835 -0.093  -0.217
2 N 0.613 -1.478 -0.337  -0.679
3 C 0.575 -1.977 -1.724  -0.066
4 N -0.629 -2.693 -2.078  -0.853
5 C 1.800 -0.256 1.341  -0.436
6 C 1.735 1.278 1.467  -0.452
7 C 0.538 1.866 2.277  -0.078
8 O -0.417 0.825 2.612  -0.733
9 H 2.038 -0.075 -0.879  0.196
10 H 2.706 -1.568 -0.154  0.179
11 H 0.308 -2.130 0.370  0.371
12 H 0.693 -1.050 -2.309  0.179
13 H 1.412 -2.601 -2.106  0.170
14 H -0.853 -3.409 -1.402  0.357
15 H -1.477 -2.172 -2.269  0.377
16 H 0.997 -0.698 1.904  0.227
17 H 2.671 -0.534 1.958  0.217
18 H 1.706 1.863 0.529  0.211
19 H 2.611 1.760 1.937  0.219
20 H 0.627 2.292 3.277  0.191
21 H 0.053 2.646 1.680  0.191
22 H -0.801 0.390 1.857  0.448
23 H -2.250 3.696 -0.467  0.473
24 H -2.130 2.480 0.429  0.476
25 O -1.699 3.309 0.220  -0.947
26 H -3.095 0.010 -2.754  0.466
27 H -2.836 -0.714 -1.572  0.469
28 O -3.467 -0.778 -2.309  -0.934
29 H -1.054 -0.436 -0.881  0.487
30 H -0.815 0.582 0.074  0.465
31 O -1.469 0.408 -0.600  -0.974

- M (g mol⁻¹) = 172.225
- HOMO-LUMO gap (hartree) = 0.3736

***

Energies relative to the minimum, eV: #A 0.870; #B 0.000

***

#A
Below is a molecular structure, C2H3NOS3, with properties calculated with ωB97M-V/def2-TZVPD.

Each line ends with the natural charge from an NBO analysis.
Atoms and positions in Å:
1 C 0.083 0.341 -0.205  -0.017
2 C -1.472 0.087 0.140  0.173
3 H 3.190 -0.013 -0.592  0.183
4 H 0.477 -1.689 0.302  0.420
5 H -2.785 1.243 1.569  0.504
6 N 0.813 -0.753 -0.100  -0.684
7 O -1.725 1.297 0.878  -0.660
8 S 2.539 -1.023 0.315  0.143
9 S 0.807 1.776 -0.427  -0.069
10 S -2.374 -1.204 -0.339  0.006

- M (g mol⁻¹) = 153.253
- HOMO-LUMO gap (hartree) = 0.2855

***

#B
Below is a single C2H3NOS3 molecule, with properties calculated with ωB97M-V/def2-TZVPD.

Each line ends with the natural charge from an NBO analysis.
Atoms and positions in Å:
1 C -1.638 0.583 0.165  -0.406
2 C -0.224 0.055 0.626  -0.294
3 N -0.174 -1.351 0.253  -0.306
4 O -1.503 -1.894 0.244  -0.475
5 S -2.018 2.139 0.110  0.048
6 S -2.657 -0.690 -0.328  0.651
7 S 1.166 0.904 -0.075  0.025
8 H -0.240 0.268 1.941  0.246
9 H 0.289 -1.107 -0.691  0.352
10 H 0.471 1.816 -0.800  0.158

- M (g mol⁻¹) = 153.253
- HOMO-LUMO gap (hartree) = 0.3084

***

Energies relative to the minimum, eV: #A 0.000; #B 0.246

***

#A
Below is 2 unconnected molecules or ions with the total composition C9H14O, with properties calculated with ωB97M-V/def2-TZVPD.

Each line ends with the natural charge from an NBO analysis.
Atoms and positions in Å:
1 C -0.436 -2.424 0.810  -0.612
2 C -2.681 0.801 -0.754  -0.339
3 C -1.292 0.905 -0.740  -0.249
4 C -3.398 -0.174 0.071  -0.404
5 C -0.567 -0.113 -0.168  -0.406
6 C -2.672 -1.252 0.587  -0.213
7 C -1.285 -1.259 0.508  -0.134
8 H -3.303 1.528 -1.278  0.164
9 H -0.871 1.870 -0.870  0.183
10 H -4.469 0.013 -0.102  0.180
11 H 0.507 -0.166 -0.116  0.162
12 H -3.124 -2.068 0.998  0.174
13 H -0.833 -3.320 1.101  0.190
14 H 0.341 -2.245 1.617  0.170
15 H 0.085 -2.779 -0.131  0.172
16 C 3.038 1.140 0.403  -0.051
17 C 2.134 1.780 -0.634  -0.677
18 O 3.594 -0.085 -0.024  -0.760
19 H 3.845 1.739 0.724  0.157
20 H 2.399 0.704 1.298  0.161
21 H 1.303 1.993 0.070  0.250
22 H 3.341 -0.338 -0.955  0.466
23 H 1.659 1.212 -1.283  0.220
24 H 2.684 2.538 -1.130  0.195

- net charge = -1
- M (g mol⁻¹) = 138.210
- ⟨S²⟩ = 0.7618
- HOMO-LUMO gap (spin up / spin down) (hartree) = 0.1049 / 0.2399
- multiplicity = 2

***

#B
Below is 2 unconnected molecules or ions with the total composition C9H14O, with properties calculated with ωB97M-V/def2-TZVPD.

Each line ends with the natural charge from an NBO analysis.
Atoms and positions in Å:
1 C -0.661 -3.035 -0.560  -0.615
2 C -1.667 -0.840 0.061  -0.311
3 C -0.756 -1.533 -0.684  -0.056
4 C -1.823 0.587 -0.080  -0.522
5 C -0.919 1.210 -0.973  0.301
6 C 0.112 -0.863 -1.593  -0.392
7 C -0.014 0.551 -1.754  -0.400
8 O -0.999 2.600 -1.086  -0.727
9 H -2.459 -1.387 0.569  0.170
10 H -2.477 1.166 0.559  0.175
11 H -1.313 -3.584 -1.250  0.186
12 H -0.921 -3.355 0.452  0.192
13 H 0.898 -1.437 -2.069  0.171
14 H -1.802 2.911 -0.661  0.458
15 H 0.750 1.005 -2.376  0.192
16 H 0.349 -3.390 -0.788  0.191
17 C 1.198 1.075 2.065  -0.616
18 C 2.223 1.327 0.986  -0.624
19 H 1.474 0.241 2.713  0.188
20 H 1.049 1.937 2.729  0.176
21 H 0.182 0.933 1.686  0.246
22 H 1.894 1.893 0.116  0.232
23 H 3.175 1.601 1.454  0.177
24 H 2.507 0.387 0.487  0.208

- net charge = -1
- M (g mol⁻¹) = 138.210
- ⟨S²⟩ = 0.7617
- HOMO-LUMO gap (spin up / spin down) (hartree) = 0.1213 / 0.2631
- multiplicity = 2

***

Energies relative to the minimum, eV: #A 2.210; #B 0.000

***

#A
Below is 2 unconnected molecules or ions with the total composition C4H10N2O, with properties calculated with ωB97M-V/def2-TZVPD.

Each line ends with the natural charge from an NBO analysis.
Atoms and positions in Å:
1 C -0.395 1.628 0.571  -0.271
2 C 1.818 -1.256 -0.529  -0.238
3 N -0.127 1.949 -0.720  -0.172
4 N -0.837 1.428 -1.685  -0.546
5 C -0.111 -0.509 0.975  0.049
6 C -1.284 -1.152 1.166  -0.429
7 O 0.606 -0.563 -0.412  -0.609
8 H -1.303 0.539 -1.504  0.370
9 H -0.950 1.836 -2.601  0.388
10 H 0.338 1.848 1.347  0.197
11 H -1.311 2.113 0.910  0.195
12 H 0.680 -0.783 1.671  0.171
13 H 2.290 -0.914 -1.454  0.192
14 H 1.624 -2.333 -0.603  0.162
15 H 2.519 -1.054 0.291  0.162
16 H -1.356 -1.971 1.862  0.196
17 H -2.200 -0.805 0.714  0.182

- M (g mol⁻¹) = 102.137
- HOMO-LUMO gap (spin up / spin down) (hartree) = 0.2578 / 0.2845

***

#B
Below is 2 unconnected molecules or ions with the total composition C4H10N2O, with properties calculated with ωB97M-V/def2-TZVPD.

Each line ends with the natural charge from an NBO analysis.
Atoms and positions in Å:
1 C -2.757 0.202 0.243  -0.691
2 C -1.287 0.478 0.023  0.340
3 N -0.874 0.124 -1.252  0.105
4 N -0.505 1.117 0.787  -0.586
5 O -1.154 -0.945 -1.774  -0.248
6 H -0.938 1.509 1.617  0.355
7 H -2.931 -0.860 0.062  0.244
8 H -3.047 0.466 1.257  0.227
9 H -3.361 0.769 -0.465  0.238
10 C 2.353 -0.295 0.655  -0.600
11 C 1.872 -0.430 -0.776  -0.588
12 H 1.610 -1.461 -1.011  0.194
13 H 2.633 0.734 0.866  0.205
14 H 3.221 -0.933 0.825  0.197
15 H 1.573 -0.578 1.350  0.201
16 H 0.970 0.188 -0.924  0.206
17 H 2.623 -0.086 -1.483  0.202

- M (g mol⁻¹) = 102.137
- HOMO-LUMO gap (spin up / spin down) (hartree) = 0.3006 / 0.2995

***

Energies relative to the minimum, eV: #A 3.395; #B 0.000

***

#A
Below is 2 unconnected molecules or ions with the total composition C4H10N2O, with properties calculated with ωB97M-V/def2-TZVPD.

Each line ends with the natural charge from an NBO analysis.
Atoms and positions in Å:
1 C -0.498 -1.103 0.015  -0.431
2 C -0.908 0.895 1.292  -0.651
3 C -1.832 0.711 -1.119  -0.656
4 C -1.058 0.081 -0.017  0.020
5 N 3.373 -0.434 0.771  -0.345
6 N 2.510 -0.010 0.066  0.155
7 O 2.356 -0.870 -1.086  -0.617
8 H -0.608 -1.940 -0.724  0.194
9 H 1.499 -0.503 -1.443  0.484
10 H 0.110 -1.456 0.811  0.194
11 H -0.971 2.001 1.160  0.208
12 H -0.159 0.687 1.990  0.228
13 H -1.754 0.635 1.968  0.216
14 H -1.280 1.669 -1.169  0.225
15 H -1.602 0.330 -2.135  0.218
16 H -2.895 0.680 -0.957  0.232
17 H 3.715 -1.372 0.579  0.326

- M (g mol⁻¹) = 102.137
- HOMO-LUMO gap (hartree) = 0.3843

***

#B
Below is a molecular structure, C4H10N2O, with properties calculated with ωB97M-V/def2-TZVPD.

Each line ends with the natural charge from an NBO analysis.
Atoms and positions in Å:
1 C -0.469 0.331 -1.180  -0.227
2 C -0.068 0.496 0.267  0.046
3 C 1.047 -0.524 0.546  -0.092
4 C -0.918 -0.307 1.064  -0.077
5 H -0.779 -1.885 -1.077  0.374
6 H 0.760 -1.427 -1.924  0.351
7 H 0.121 0.996 -1.743  0.194
8 H -1.442 0.822 -1.311  0.199
9 H 0.585 1.565 1.680  0.369
10 H 0.878 2.299 0.055  0.373
11 H 1.820 -0.209 1.298  0.128
12 H 1.702 -1.213 0.076  0.186
13 H -1.331 0.103 2.028  0.196
14 H -1.814 -0.557 0.317  0.167
15 N -0.421 -1.043 -1.803  -0.841
16 N 0.255 1.848 0.709  -0.828
17 O 0.074 -1.295 0.998  -0.519

- M (g mol⁻¹) = 102.137
- HOMO-LUMO gap (hartree) = 0.3656

***

#C
Below is a single C4H10N2O molecule, with properties calculated with ωB97M-V/def2-TZVPD.

Each line ends with the natural charge from an NBO analysis.
Atoms and positions in Å:
1 C -0.622 -0.089 -0.619  -0.205
2 N 0.583 -0.203 0.230  -0.709
3 C 1.179 0.963 0.708  0.763
4 N 2.485 1.210 0.348  -0.810
5 O 0.800 1.349 1.864  -0.617
6 C -1.273 -1.421 -1.103  -0.411
7 C -2.790 -1.500 -1.069  -0.589
8 H -1.460 0.421 -0.122  0.177
9 H -0.366 0.438 -1.583  0.190
10 H 0.628 -0.896 0.951  0.402
11 H 2.887 0.920 -0.573  0.397
12 H 3.109 1.676 0.944  0.403
13 H -0.821 -2.304 -0.670  0.203
14 H -1.139 -1.440 -2.135  0.201
15 H -3.195 -1.230 -0.152  0.199
16 H -3.195 -2.447 -1.311  0.214
17 H -3.283 -0.697 -1.807  0.190

- M (g mol⁻¹) = 102.137
- HOMO-LUMO gap (hartree) = 0.3527

***

#D
Below is a molecular structure, C4H10N2O, with properties calculated with ωB97M-V/def2-TZVPD.

Each line ends with the natural charge from an NBO analysis.
Atoms and positions in Å:
1 C 1.440 0.632 0.748  -0.026
2 C -0.210 -1.798 0.335  -0.671
3 C 0.052 0.725 0.448  -0.061
4 C -0.629 -0.398 -0.001  0.283
5 N -0.430 2.043 0.228  -0.847
6 N -1.899 -0.281 -0.505  -0.799
7 O 1.961 -0.122 -0.812  -0.963
8 H 2.135 0.161 -1.718  0.472
9 H 0.002 2.491 -0.571  0.364
10 H -1.434 2.145 0.240  0.366
11 H -2.288 -1.108 -0.928  0.384
12 H -2.110 0.577 -0.994  0.380
13 H 1.931 1.589 0.912  0.212
14 H 1.756 -0.181 1.390  0.208
15 H -0.674 -2.525 -0.333  0.208
16 H 0.861 -1.911 0.194  0.264
17 H -0.463 -2.039 1.368  0.225

- M (g mol⁻¹) = 102.137
- HOMO-LUMO gap (hartree) = 0.2996

***

Energies relative to the minimum, eV: #A 2.504; #B 3.600; #C 0.000; #D 1.397